The following is a quantum chemistry calculation of a structure of composition C2H3BrFI, from OMol25.

ORCA input file:
```
! wB97M-V def2-TZVPD RIJCOSX def2/J DEFGRID3
* xyz 0 1
C 0.7893 0.2006 0.2155
C -0.5554 -0.1528 -0.2628
F -0.6181 -0.3479 -1.6189
Br -1.0624 -2.0016 0.4504
I -2.0322 1.2343 0.3405
H 0.7944 0.0355 1.2400
H 1.5776 -0.1889 -0.4051
H 1.1069 1.2207 0.0403
*
```

energy = -3049.55448 a.u.
energy above the lowest of the compared OMol25 structures with the same formula, charge and spin = 23.3 kJ/mol
HOMO energy = -9.79 eV
HOMO-LUMO gap = 9.74 eV
LUMO level = -0.046 eV